{
  "formula": "C15H36BN6O5",
  "method": "ωB97M-V with the def2-TZVPD basis set",
  "species": ["O", "H", "H", "N", "H", "H", "O", "C", "C", "H", "C", "H", "H", "H", "H", "H", "H", "H", "C", "H", "H", "H", "C", "H", "H", "O", "H", "N", "H", "C", "H", "N", "H", "H", "H", "H", "C", "H", "C", "H", "C", "N", "H", "H", "C", "H", "C", "H", "O", "B", "H", "O", "H", "H", "C", "H", "N", "H", "H", "C", "C", "N", "C"],
  "xyz": [[-1.625, -1.617, -3.610], [-4.724, -2.651, -1.131], [-4.572, -1.967, -2.952], [-1.190, -2.905, 2.052], [-2.444, -3.722, -0.686], [-0.953, 2.572, -2.355], [-0.970, 0.541, 1.195], [0.530, 2.577, 1.899], [-0.887, 3.382, 2.072], [0.432, 0.501, 2.841], [-2.658, -1.627, -1.569], [-1.683, -2.419, 2.834], [-1.857, 1.935, -0.822], [1.484, -2.594, 1.997], [-1.265, 3.435, 3.179], [-2.604, -3.797, -2.562], [0.815, 0.286, -0.997], [-1.882, -3.448, 1.454], [-0.569, 4.963, 1.627], [3.829, -1.602, -5.514], [2.770, 3.626, 5.474], [1.005, 2.926, 0.862], [-0.911, -0.662, 0.352], [-0.914, -3.249, -1.699], [3.593, -2.596, -1.634], [1.125, -2.208, 1.136], [-0.321, 4.907, 0.461], [3.035, 0.461, 5.332], [2.868, 2.485, 6.783], [-4.306, -1.772, -1.822], [-0.662, 0.603, -4.585], [2.851, 2.669, 5.794], [3.799, -3.846, -2.825], [-2.693, 1.841, -2.509], [1.266, 0.570, 1.115], [-3.014, 0.085, -0.108], [-1.647, 1.707, -1.949], [3.935, -3.275, -5.053], [3.689, -1.888, -3.521], [3.097, -0.289, 4.656], [-0.126, -0.438, -1.082], [-2.151, -0.761, -2.699], [-1.463, 5.686, 1.855], [-4.797, -0.788, -1.405], [-0.060, 0.384, -3.589], [3.055, 0.237, 6.313], [-1.072, 0.207, -2.269], [-3.075, -1.583, 0.764], [3.563, -0.710, -3.227], [-0.332, -1.972, 1.218], [0.723, -0.479, -3.684], [2.907, 1.961, 3.656], [0.442, 5.273, 2.148], [-1.745, 3.027, 1.356], [2.930, 1.713, 4.851], [0.339, -1.490, -1.401], [3.830, -2.310, -4.791], [1.245, 2.858, 2.785], [0.563, 1.382, -3.384], [-2.087, -3.194, -1.694], [-2.497, -0.991, -0.068], [3.697, -2.870, -2.602], [0.340, 0.924, 1.736]],
  "spin_multiplicity": 2,
  "e_homo_ev": [-8.62, -8.85],
  "homo_lumo_gap_ev": [8.88, 8.88]
}